The following is a DFT calculation (ωB97M-V/def2-TZVPD) of C20H46DyOP4 as an isolated structure.

```
! RIJCOSX wB97M-V def2-TZVPD def2/J DEFGRID3
* xyz 3 6
Dy 0.14139 -0.25904 1.35594
P 2.26498 1.03199 2.59751
P -0.65224 1.98125 -0.22014
P 1.94055 -0.60712 -0.78331
H -1.45539 -2.66797 1.12469
C -0.38332 -2.61891 0.90609
C 0.56280 -2.60199 1.92950
H 0.26783 -2.61346 2.98620
C 1.99506 1.44652 4.35897
C 2.99246 2.59691 1.99248
C 3.74352 -0.04517 2.71437
C -1.99779 1.48729 -1.37025
C -1.45965 3.35506 0.68584
C 0.45219 2.95111 -1.32180
C 2.83542 -2.20536 -0.70769
C 3.31334 0.51652 -1.22401
C 1.04836 -0.79128 -2.37812
H -0.12920 -2.94628 -0.10351
H 1.59736 -2.91442 1.75295
H 1.58929 0.57798 4.89479
H 1.27457 2.27057 4.44415
H 2.95409 1.74146 4.80752
H 2.22297 3.37969 1.99578
H 3.35925 2.47904 0.96561
H 3.81986 2.89821 2.65224
H 3.45763 -1.00037 3.16832
H 4.49604 0.44735 3.34346
H 4.15513 -0.24730 1.71898
H -2.40656 2.35761 -1.90702
H -2.80330 1.01107 -0.79478
H -1.63145 0.74834 -2.09434
H -1.78194 4.13819 -0.01730
H -0.74973 3.78006 1.40710
H -2.32690 2.99318 1.24925
H -0.09657 3.79322 -1.77272
H 0.87440 2.32836 -2.11701
H 1.28964 3.34964 -0.73591
H 3.38684 -2.34969 -1.64406
H 2.13683 -3.03732 -0.56734
H 3.54250 -2.19948 0.13086
H 3.79698 0.16910 -2.14711
H 4.05972 0.53193 -0.41743
H 2.94469 1.53906 -1.38209
H 1.72528 -1.19054 -3.14325
H 0.64664 0.17060 -2.72075
H 0.21339 -1.49413 -2.25495
C -2.16264 -0.92573 -5.83765
C -3.28402 -1.40935 -6.55032
C -3.49887 -2.78993 -6.57716
C -2.61065 -3.66392 -5.94315
C -1.47800 -3.17128 -5.28475
C -1.23192 -1.79328 -5.25269
O -1.95255 0.40817 -5.61144
H -2.63657 0.91226 -6.08916
H -3.96304 -0.71092 -7.03926
H -4.37689 -3.18463 -7.10160
H -2.79410 -4.74268 -5.96340
H -0.77259 -3.84018 -4.79197
H -0.35342 -1.37261 -4.77306
C -1.14641 -0.35809 5.53328
P -1.27129 0.10606 3.77716
C -2.69652 -0.93637 3.25768
C -2.07255 1.74818 3.92482
H -0.39249 0.27174 6.02045
H -2.11432 -0.23368 6.04583
H -0.83369 -1.40623 5.59821
H -3.51667 -0.80615 3.98169
H -3.01920 -0.64395 2.24949
H -2.38457 -1.99110 3.22355
H -2.45572 1.88433 4.94824
H -1.33592 2.53508 3.71787
H -2.87242 1.83274 3.17964
*
```

The LUMO energy (alpha / beta) comes out at -11.46 / -11.34 eV. Its expectation value of S² is 9.326. As for the energy relative to the best compared isomer or geometry (same formula, charge and spin): 14.5 kcal per mole. The value obtained for the electronic energy is -3114.37494 Ha. Its HOMO energy (alpha / beta) is -0.51227 / -0.51227 hartree.



The following is a DFT calculation (ωB97M-V/def2-TZVPD) of a 2-piece molecular cluster, C2H8N3O2 overall.

```
! RIJCOSX wB97M-V def2-TZVPD def2/J DEFGRID3
* xyz 1 1
C 0.41222 0.19196 0.37723
C 0.34719 -1.13296 -0.03993
N 1.29416 1.11378 0.36149
N -1.85298 1.12141 0.18173
N -0.74264 -1.56317 -0.75585
O 2.18519 1.39832 -0.64309
O 1.26693 -1.85617 0.55563
H 1.25484 1.78016 1.03692
H -2.69216 1.25881 -0.44382
H 3.02362 1.61484 -0.23820
H -1.71160 1.97518 0.75162
H -1.20605 -0.82213 -1.33147
H -0.80117 -2.53930 -0.94391
H -2.00910 0.33883 0.73525
H 1.23155 -2.87958 0.39641
*
```

The LUMO energy comes out at -3.76 eV. As for the energy relative to the best compared isomer or geometry (same formula, charge and spin): 115.3 kcal per mole. The value obtained for the electronic energy is -395.37367 Ha. Its HOMO energy is -0.48742 hartree.



The following is a DFT calculation (ωB97M-V/def2-TZVPD) of a 2-piece molecular cluster, C5H16N2O overall.

```
! RIJCOSX wB97M-V def2-TZVPD def2/J DEFGRID3
* xyz -1 2
C -0.81262 -0.45052 0.00165
C 0.05289 -0.14303 -1.26870
C -0.28329 -0.95120 -2.52315
C 0.12248 1.38735 -1.59614
N -0.19160 -0.16399 1.30258
C 0.85265 -1.07133 1.74966
N 2.18377 -0.44145 1.89138
H -1.69128 0.23447 0.00680
H -1.10115 -1.53959 -0.00146
H 1.06828 -0.46327 -1.06577
H -0.51424 -2.00859 -2.29390
H -1.24368 -0.72757 -3.00003
H 0.55109 -0.73759 -3.19398
H -0.88907 1.68611 -1.84254
H 0.82720 1.50101 -2.36442
H 0.24665 2.06137 -0.74349
H -0.04308 0.82071 1.48964
H 0.92689 -1.84323 1.02604
H 0.49861 -1.44557 2.68965
H 2.03742 0.49934 2.22152
H 2.71193 -0.57693 1.07070
H -1.21411 1.06181 2.53124
H -2.43407 1.48894 1.72590
O -1.66168 1.82275 2.18681
*
```

The LUMO energy (alpha / beta) comes out at 3.84 / 3.72 eV. Its expectation value of S² is 0.750. As for the energy relative to the best compared isomer or geometry (same formula, charge and spin): 22.8 kcal per mole. The value obtained for the electronic energy is -384.75928 Ha. Its HOMO energy (alpha / beta) is 0.04619 / -0.18830 hartree.



Quick rundown of strongest force on any atom, same order as above: 3.79; 3.54; 2.83 eV Å⁻¹